[1]
Entry from the Open Molecules 2025 dataset: a single C4H4O3 molecule at a distorted geometry (ωB97M-V/def2-TZVPD).

The LUMO energy is 0.5 eV. As for the energy relative to the best compared isomer or geometry (same formula, charge and spin): 287.81 kJ/mol. For the molar mass, the calculation gives 100.1 Da. The maximum force comes out at 6.21 eV/A. The spin multiplicity is 1. For the orbital gap, the calculation gives 8.6 eV. The total energy is -380.4374 hartree.

XYZ file:
```
11
Properties=species:S:1:pos:R:3:mulliken_charge:R:1
O -1.132 1.679 -0.028 -0.577
C -0.140 0.672 0.034 0.506
C 1.332 0.803 0.020 -0.288
C 1.645 -0.504 -0.056 -0.572
O 0.461 -1.357 -0.116 -0.297
C -0.540 -0.597 -0.114 0.331
O -1.922 -1.055 -0.035 -0.572
H -1.926 1.383 -0.518 0.315
H 1.673 1.793 0.067 0.493
H 2.693 -0.988 0.084 0.314
H -2.144 -1.828 0.661 0.346
```



[2]
Entry from the Open Molecules 2025 dataset: a single C4H4O3 molecule (ωB97M-V/def2-TZVPD).

The LUMO energy is 0.4 eV. As for the energy relative to the best compared isomer or geometry (same formula, charge and spin): 223.87 kJ/mol. For the molar mass, the calculation gives 100.1 Da. The maximum force comes out at 0.57 eV/A. The spin multiplicity is 1. For the orbital gap, the calculation gives 10.5 eV. The total energy is -380.4618 hartree.

XYZ file:
```
11
Properties=species:S:1:pos:R:3:mulliken_charge:R:1
O 0.624 0.091 2.247 -0.432
C -0.086 -0.446 1.437 -0.195
C -0.044 -0.134 -0.046 1.058
C -1.313 0.463 -0.579 -0.176
O -2.023 1.151 0.112 -0.455
C 1.237 0.131 -0.707 -0.527
O 0.574 -1.116 -0.863 -0.449
H -0.822 -1.222 1.722 0.331
H -1.556 0.209 -1.630 0.348
H 1.273 0.758 -1.598 0.261
H 2.136 0.115 -0.094 0.236
```



[3]
Entry from the Open Molecules 2025 dataset: a single C4H4O3 molecule (ωB97M-V/def2-TZVPD).

The LUMO energy is -0.8 eV. As for the energy relative to the best compared isomer or geometry (same formula, charge and spin): 138.46 kJ/mol. For the molar mass, the calculation gives 100.1 Da. The maximum force comes out at 0.86 eV/A. The spin multiplicity is 1. For the orbital gap, the calculation gives 9.0 eV. The total energy is -380.4943 hartree.

XYZ file:
```
11
Properties=species:S:1:pos:R:3:mulliken_charge:R:1
C 1.305 0.658 -1.074 -1.049
C 0.094 0.642 -0.174 0.740
O -0.644 1.583 0.006 -0.517
C -0.227 -0.677 0.562 0.581
O 0.473 -1.649 0.423 -0.487
C -1.588 -0.784 1.322 -0.139
O -2.474 -1.336 0.723 -0.380
H 2.206 0.375 -0.521 0.310
H 1.424 1.656 -1.504 0.320
H 1.193 -0.076 -1.879 0.294
H -1.816 -0.467 2.353 0.327
```



[4]
Entry from the Open Molecules 2025 dataset: a molecular structure, C4H4O3 (ωB97M-V/def2-TZVPD).

The LUMO energy is 0.6 eV. As for the energy relative to the best compared isomer or geometry (same formula, charge and spin): 561.51 kJ/mol. For the molar mass, the calculation gives 100.1 Da. The maximum force comes out at 0.40 eV/A. The spin multiplicity is 1. For the orbital gap, the calculation gives 10.7 eV. The total energy is -380.3332 hartree.

XYZ file:
```
11
Properties=species:S:1:pos:R:3:mulliken_charge:R:1
O 1.834 0.483 -0.228 -0.547
C 1.075 -0.209 0.548 0.081
C -0.148 -0.334 -0.229 0.178
C -1.279 -0.161 0.697 -0.255
O -0.281 0.600 1.361 -0.438
C 0.387 0.396 -1.346 0.144
O 0.323 -0.738 -1.924 -0.493
H 1.470 -0.808 1.365 0.430
H -2.115 0.436 0.325 0.248
H -1.619 -1.048 1.241 0.233
H 0.352 1.382 -1.811 0.419
```